DFT (wB97M-V/def2-TZVPD) results for a structure of composition C30H45Cl2Sn.

Computed properties:
Electronic energy, eV: -62712.5250
Net charge: -1
Relative energy (zero: lowest compared OMol25 entry of this formula, charge and spin), eV: 0.000

Last column: Mulliken charge in e.
Element x y z (Å)
Sn: 1.0651 0.3008 1.8880  0.768
Cl: -5.2816 -0.0037 10.0046  -0.263
Cl: -7.6397 -2.1265 -0.1712  -0.291
C: -6.5334 1.0506 1.9851  -0.543
C: 4.1743 -3.9703 2.6816  -1.375
C: -2.8726 0.9839 4.5156  -0.758
C: -6.7644 -1.7126 2.3473  -0.857
C: 6.4265 2.1957 2.3184  -1.275
C: -1.8351 -2.4610 1.0090  -0.340
C: -1.7143 -0.9367 0.9753  0.658
C: -2.1863 1.6727 3.4562  0.607
C: 1.4090 -1.2484 3.3694  -1.249
C: -5.4050 0.9419 5.5813  0.025
C: 4.0348 1.3430 2.0460  -0.162
C: -0.3661 -0.4339 0.4240  -1.385
C: -4.8791 -0.6011 7.4156  -1.225
C: 5.3544 1.6993 1.3509  -0.415
C: -5.9376 1.8446 6.5117  -0.357
C: -2.8475 2.2271 2.2422  -1.025
C: -7.0874 0.2515 0.9763  -0.614
C: -5.3876 0.3249 8.3294  0.346
C: 3.5528 -2.6847 3.2348  -0.009
C: -6.2982 -0.8822 3.3731  -0.239
C: -0.8159 1.7311 3.6503  -0.257
C: -6.0184 0.4788 3.1651  0.433
C: 2.9641 0.9060 1.0374  -1.259
C: 0.2196 2.1835 2.7325  -1.307
C: -4.8903 -0.2827 6.0593  0.063
C: -5.9018 1.5498 7.8823  -0.761
C: 2.0903 -2.5133 2.8076  -0.415
C: -5.1360 1.2876 4.1017  0.562
C: -3.2039 -2.9352 1.5043  -1.138
C: -7.1256 -1.1386 1.1201  0.316
H: -6.1690 -1.3210 4.3681  0.452
H: 4.1449 -1.8173 2.9072  -0.102
H: 0.4105 -1.4865 3.7590  0.456
H: 3.5552 -4.8436 2.9173  0.318
H: -3.9852 0.9107 3.9975  -1.107
H: 3.6824 2.2190 2.6148  0.228
H: -3.2526 -4.0289 1.4710  0.448
H: -2.5286 -0.5239 0.3543  0.519
H: 4.2900 -3.9152 1.5930  0.311
H: 6.0976 3.1015 2.8402  0.310
H: -0.5090 0.4262 -0.2442  0.421
H: 0.1802 -1.2170 -0.1191  0.503
H: -4.4338 -0.9901 5.3741  0.339
H: -7.4587 0.7089 0.0681  0.406
H: -5.2505 2.3719 3.9232  0.633
H: -2.5223 3.2578 2.0316  0.427
H: 5.7207 0.8148 0.8154  0.300
H: -1.0448 -2.8779 1.6503  -0.010
H: 6.6698 1.4333 3.0669  0.305
H: -4.4550 -1.5445 7.7607  0.359
H: 7.3403 2.4345 1.7666  0.383
H: -2.5501 -0.0442 4.7223  0.218
H: 2.0384 -2.5331 1.7056  0.267
H: -0.4296 1.3973 4.6250  0.338
H: 1.9952 -0.7723 4.1671  0.561
H: 2.7038 1.7337 0.3616  0.463
H: -6.3633 2.7929 6.1603  0.377
H: 3.6006 -2.6999 4.3321  0.354
H: -0.0716 2.7968 1.8717  0.433
H: 1.1195 2.5872 3.2237  0.457
H: -3.3894 -2.6223 2.5405  0.132
H: -1.8942 -0.5394 1.9876  -0.746
H: -2.9492 1.5798 5.4461  0.436
H: 1.5228 -3.3982 3.1443  0.369
H: -4.0166 -2.5399 0.8815  0.258
H: -6.4910 2.1317 1.8790  0.366
H: -6.8532 -2.7880 2.4758  0.399
H: -2.6367 1.6338 1.3378  -0.040
H: -6.2660 2.2605 8.6178  0.388
H: -1.6564 -2.8476 -0.0037  0.419
H: 4.2182 0.5484 2.7887  0.134
H: 5.1644 -4.1294 3.1190  0.397
H: -3.9333 2.2440 2.3616  0.121
H: 3.3036 0.0546 0.4305  0.422
H: 5.1559 2.4691 0.5950  0.317


DFT (wB97M-V/def2-TZVPD) results for an isolated molecule of C5H13IN3P.

Computed properties:
SMILES: C=PN(C)NN(I)C(C)C
Electronic energy, eV: -27251.6957
Relative energy (zero: lowest compared OMol25 entry of this formula, charge and spin), eV: 0.000

Last column: Mulliken charge in e.
Element x y z (Å)
I: -2.5609 -0.3691 -0.9763  -0.244
P: -0.9530 2.8950 1.0484  0.086
N: 0.1368 0.2468 0.5518  0.397
N: 0.3942 1.5412 0.2587  -0.604
N: -0.2434 -0.5880 -0.3722  -0.472
C: 0.7888 1.7828 -1.1004  -0.794
C: -0.6165 -2.5115 1.2164  -1.364
C: 1.5443 -2.1438 -0.0215  -1.353
C: -1.2967 3.9321 -0.1949  -0.453
C: 0.0201 -1.9780 -0.0677  0.501
H: 1.1183 2.8156 -1.1756  0.380
H: 0.0067 1.5746 -1.8314  0.290
H: -0.4422 -3.5816 1.2868  0.414
H: -1.0040 3.8090 -1.2222  0.266
H: 1.6355 1.1323 -1.3171  0.264
H: 1.7975 -3.1959 0.0711  0.457
H: -0.1885 -2.0410 2.1009  0.341
H: -0.1177 0.1243 1.5353  0.297
H: 1.9922 -1.7527 -0.9306  0.350
H: -1.6905 -2.3397 1.2062  0.317
H: -0.3719 -2.5392 -0.9212  0.324
H: -1.9082 4.7939 0.0251  0.288
H: 1.9591 -1.6073 0.8304  0.313


DFT (wB97M-V/def2-TZVPD) results for a structure of composition C16H25BrIO4P2Rh.

Computed properties:
Electronic energy, eV: -124898.7849
Net charge: +2
2S+1: 5
Expectation value of S²: 6.032
Relative energy (zero: lowest compared OMol25 entry of this formula, charge and spin), eV: 0.253

Last column: Mulliken charge in e.
Element x y z (Å)
I: -0.0168 -1.0394 -3.3501  -0.160
Rh: -0.0539 0.1416 -1.0772  0.710
Br: -1.6428 1.1392 4.0044  0.073
P: 2.2918 0.3608 -0.7516  1.109
P: -2.2836 0.4356 -0.6463  0.987
O: -0.0827 -1.2148 0.9809  -0.692
O: 0.0245 1.9141 -4.4811  -0.285
O: 0.6362 0.6239 2.0887  -0.675
O: -0.0411 3.0311 -1.8711  -0.299
C: -2.8186 1.7527 0.4765  -0.810
C: 0.0022 0.8572 -5.0263  0.557
C: -0.7132 -0.9444 5.7034  -0.306
C: -0.0678 -2.1360 6.0884  -0.626
C: -3.1800 0.7814 -2.1783  -1.153
C: -0.0863 1.8879 -1.6618  -0.090
C: -0.0195 -1.1975 3.4132  0.529
C: 0.5995 -2.3971 3.7839  -0.311
C: -0.0116 0.4376 -6.4527  -1.007
C: 2.9909 1.5692 0.4164  -1.241
C: 0.1775 -0.5320 2.0360  0.639
C: -2.9143 -1.0611 0.1462  -1.236
C: 0.5693 -2.8795 5.0957  -0.470
C: -0.7213 -0.4655 4.3813  0.130
C: 3.1824 0.7305 -2.3063  -1.123
C: 2.8718 -1.2155 -0.0539  -1.342
H: -2.4129 1.5993 1.4896  -0.194
H: 4.0861 1.4615 0.4824  0.434
H: 0.8790 -0.1832 -6.6382  0.334
H: -0.0052 1.3103 -7.1451  0.355
H: -3.9254 -1.2813 -0.2176  0.519
H: 3.0920 -1.0279 1.0011  0.341
H: -2.2277 -1.8801 -0.0877  0.321
H: 2.0667 -1.9482 -0.1515  0.330
H: 4.2813 0.6568 -2.2350  0.437
H: 2.9399 1.7551 -2.6265  0.344
H: -2.9083 -0.8667 1.2259  0.296
H: -0.9164 -0.1653 -6.6268  0.336
H: 1.0604 -3.8215 5.3110  0.450
H: -2.9187 1.7847 -2.5393  0.358
H: -2.4854 2.7283 0.0942  0.412
H: -3.9215 1.7152 0.5168  0.453
H: -2.8570 0.0649 -2.9432  0.319
H: 1.1114 -2.8994 2.9742  0.463
H: 2.5420 1.4097 1.4063  0.289
H: 2.7461 2.5841 0.0821  0.394
H: -4.2709 0.7318 -2.0477  0.449
H: 2.8297 0.0473 -3.0905  0.305
H: -0.0747 -2.4865 7.1297  0.420
H: -1.1736 -0.3207 6.4607  0.424
H: 3.7705 -1.5480 -0.5831  0.505


DFT (wB97M-V/def2-TZVPD) results for a structure of composition C7H8N3.

Computed properties:
Electronic energy, eV: -11844.6396
Net charge: +1
2S+1: 3
Expectation value of S²: 2.020
Relative energy (zero: lowest compared OMol25 entry of this formula, charge and spin), eV: 1.292

Last column: Mulliken charge in e.
Element x y z (Å)
N: 1.7495 1.7090 -0.3883  -0.394
N: -0.5154 1.4434 0.5222  -0.127
N: -2.0988 -0.2198 -0.4336  -0.407
C: 2.4777 0.6862 0.2536  -0.401
C: 1.6646 -0.4200 0.3708  -0.172
C: -0.9016 0.0359 0.0482  0.361
C: 1.9581 -1.8331 0.1419  -0.333
C: 0.4916 1.8316 -0.4361  -0.207
C: 0.2934 -0.6577 -0.0688  0.629
C: 0.7104 -2.0568 -0.3717  -1.058
H: 0.4238 -2.9310 -0.8862  0.455
H: 2.8911 -2.3074 0.1674  0.519
H: 3.5386 0.9623 0.3988  0.431
H: -1.3809 2.1002 0.5526  0.415
H: -2.0698 -1.0937 -0.7750  0.235
H: 0.1586 2.6799 -0.9307  0.427
H: -2.9812 0.0398 -0.0393  0.250
H: -0.1798 1.1540 1.4423  0.378


DFT (wB97M-V/def2-TZVPD) results for a cluster of 7 separate species, C16H41F2N6O12S2 in total.

Computed properties:
Electronic energy, eV: -77843.1533
Net charge: +3
Relative energy (zero: lowest compared OMol25 entry of this formula, charge and spin), eV: 1.825

Last column: Mulliken charge in e.
Element x y z (Å)
S: 1.9898 2.1071 1.1282  0.908
S: 0.2228 0.3436 0.8917  1.209
F: -1.1467 -0.1330 1.6471  -0.382
F: 1.9107 3.5304 1.7897  -0.291
O: 4.0794 2.7384 -4.8080  -0.699
O: -3.8137 3.7418 -2.0239  -0.379
O: 3.0588 4.0618 -3.2948  -0.714
O: 3.0704 1.4799 1.7843  -0.559
O: 2.5494 -3.9170 3.2061  -0.325
O: 2.3351 1.9736 -3.6429  -0.297
O: -0.7457 -0.0086 -4.9690  -0.348
O: 2.0216 2.2892 -0.2676  -0.408
O: 3.9149 -0.2533 -1.1454  -0.299
O: -0.2390 0.4085 -0.4572  -0.543
O: 1.1541 -0.6639 1.2846  -0.694
O: -0.3612 2.1699 6.3837  -0.407
N: -4.4149 4.3257 0.1313  -0.215
N: -1.6190 -1.4484 -6.5251  -0.183
N: -0.6409 2.4425 4.1129  0.348
N: 0.4351 -4.9002 3.1996  -0.133
N: 2.6398 -1.8313 -2.2951  -0.130
N: 0.4497 1.7060 1.6459  -0.539
C: -1.5923 -0.7993 -5.1406  0.520
C: 3.4255 -1.3091 -1.0611  0.543
C: -0.3223 -3.6562 3.6956  -0.767
C: 3.5486 -2.2757 0.0942  -1.089
C: 2.1948 -0.7996 -3.3115  -0.646
C: 1.6618 1.9757 5.1028  -0.869
C: -1.9952 1.8310 4.2011  -0.804
C: 3.2489 3.0137 -3.9489  0.569
C: -0.5909 -2.5834 -6.6494  -0.806
C: -3.4422 3.7345 -0.9137  0.298
C: -2.6449 -1.2842 -4.1867  -1.036
C: 2.3677 -5.9952 4.3925  -1.260
C: 1.9255 -4.8335 3.5692  0.574
C: -5.5549 5.1188 -0.4555  -0.824
C: -2.2347 3.0461 -0.3635  -0.765
C: 0.2102 2.2242 5.3630  0.622
H: 2.0726 1.5061 5.9958  0.372
H: -2.2735 -2.2283 -3.7743  0.306
H: -1.8051 3.4940 0.5316  0.374
H: 3.0765 -0.4394 -3.8306  0.386
H: 4.0296 -3.1747 -0.3072  0.489
H: -5.1107 5.9086 -1.0556  0.367
H: 0.3658 -2.1374 -6.3861  0.334
H: -3.9572 4.8337 0.8937  0.417
H: 2.5955 -2.5875 0.5151  0.151
H: -0.2128 -3.5849 4.7699  0.341
H: 1.8971 -5.9404 5.3771  0.405
H: -2.4984 -1.8713 -6.8425  0.397
H: -2.5579 2.3395 4.9804  0.419
H: 1.4404 -1.2927 -3.9196  0.196
H: -6.1812 5.4502 0.3622  0.358
H: -0.7914 3.4433 3.9464  0.421
H: -4.8216 3.5016 0.5943  0.374
H: 1.7639 2.4104 -3.0034  0.135
H: 2.2913 -6.9505 3.8752  0.405
H: 1.7160 0.0572 -2.8481  0.245
H: -0.5648 -2.8713 -7.6949  0.380
H: 4.1709 -1.7695 0.8229  0.322
H: -6.0815 4.4954 -1.1708  0.346
H: -2.5819 2.0405 -0.0912  0.289
H: 3.2130 -2.5540 -2.7442  0.396
H: -1.3503 -3.8214 3.3900  0.374
H: -1.4012 -0.7602 -7.2588  0.417
H: 2.1983 2.9277 5.0494  0.337
H: 3.4342 -5.8366 4.5602  0.361
H: -3.5493 -1.5430 -4.7401  0.432
H: -0.0919 2.1028 3.2751  0.137
H: 1.7986 1.3104 4.2509  0.177
H: 0.0565 -5.7281 3.6685  0.395
H: -2.8310 -0.5439 -3.4224  0.272
H: -0.8615 -3.3847 -5.9735  0.340
H: 0.1249 -2.8394 3.1354  0.283
H: 0.2294 -4.9570 2.2008  0.355
H: -1.4624 2.9676 -1.1239  0.348
H: 1.8321 -2.3393 -1.9259  0.431
H: -2.4950 1.9995 3.2538  0.208
H: -1.8821 0.7964 4.5006  0.329


Strongest force on any atom
In order: 0.159 0.070 0.123 0.112 0.054
Unit: hartree/bohr